1.
{"formula": "C4H6O2", "method": "ωB97M-V/def2-TZVPD", "species": ["C", "C", "C", "O", "C", "O", "H", "H", "H", "H", "H", "H"], "positions_angstrom": [[0.01733, 1.72525, 0.06328], [-0.41511, 0.30640, 0.42143], [-0.27937, -0.61563, -0.75832], [-0.41744, -0.35175, -1.91048], [0.99031, -2.19651, 0.37165], [-0.01461, -1.98915, -0.44598], [1.08879, 1.75685, -0.15574], [-0.51901, 2.08146, -0.81982], [-0.18370, 2.40681, 0.89439], [-1.47670, 0.28841, 0.70391], [0.15430, -0.10316, 1.25844], [1.05521, -3.30898, 0.37724]], "forces_ev_per_angstrom": [[0.00, 0.08, -0.04], [0.03, -0.02, 0.03], [-0.14, 0.40, -0.56], [0.08, -0.16, 0.66], [-0.28, -0.19, -0.26], [0.32, -0.13, 0.26], [-0.15, 0.00, 0.03], [0.07, -0.03, 0.13], [0.02, -0.12, -0.11], [0.12, -0.06, -0.06], [-0.06, 0.07, -0.13], [-0.01, 0.16, 0.04]], "gap_ev": 9.36, "energy_ev": -8337.2341, "de_lowest_ev": 3.227, "charge": 0}

=====

2.
{"formula": "C3H9NO2", "method": "ωB97M-V/def2-TZVPD", "species": ["C", "C", "N", "O", "H", "H", "H", "H", "H", "C", "O", "H", "H", "H", "H"], "positions_angstrom": [[-0.02356, 2.80002, -1.17827], [-0.02816, 1.50462, -0.41403], [-0.74746, 0.47895, -0.92214], [0.62832, 1.37933, 0.60079], [-0.97375, 3.09881, -1.62306], [0.68070, 2.67744, -2.00626], [0.34247, 3.55514, -0.49390], [-0.64572, -0.45252, -0.54149], [-1.29023, 0.52931, -1.76410], [0.14794, -3.06324, 0.42800], [0.15380, -2.29835, 1.63814], [0.93670, -3.81308, 0.41799], [-0.81593, -3.55697, 0.35252], [0.26371, -2.39223, -0.41662], [0.88459, -2.58324, 2.20446]], "forces_ev_per_angstrom": [[0.05, -0.03, -0.35], [0.22, 0.07, 0.46], [-0.46, -0.90, -0.43], [0.06, -0.02, -0.02], [-0.09, -0.14, 0.19], [0.06, 0.14, 0.08], [0.01, 0.19, -0.09], [0.08, 0.41, 0.30], [0.09, 0.35, -0.07], [-0.08, 0.19, 0.77], [0.27, -0.27, 0.00], [0.03, -0.01, -0.13], [-0.12, -0.18, -0.12], [0.19, 0.04, -0.24], [-0.30, 0.16, -0.33]], "smiles": "CC(N)=O.CO", "gap_ev": 10.44, "energy_ev": -8841.9424, "de_lowest_ev": 1.013, "charge": 0}